C43H41BBr2FN5O5Tc as an isolated structure, computed with the ωB97M-V functional and the def2-TZVPD basis.

Last column: Mulliken charge in e.
Positions of all 99 atoms, in Å:
Tc 1.90288 -1.40562 0.27921  0.54
Br 3.00182 -1.32069 6.89793  -0.06
C 2.64850 -1.35268 5.06409  -0.18
C 1.38181 -1.68036 4.59362  -0.79
C 1.17434 -1.68641 3.23253  -0.46
N 2.13877 -1.39827 2.35145  0.07
C 3.37630 -1.08817 2.80118  0.71
C 3.65578 -1.05142 4.15467  -0.73
C 4.38663 -0.81950 1.74954  0.48
C 5.70521 -0.51332 2.02298  -0.64
C 6.58761 -0.31841 0.96434  -0.34
Br 8.37802 0.09254 1.30379  -0.05
C 6.12291 -0.43844 -0.33787  -0.68
C 4.79033 -0.73703 -0.53201  -0.66
N 3.93582 -0.92040 0.47881  0.24
H 0.58045 -1.92757 5.27399  0.49
H 0.21084 -1.92940 2.80584  0.55
H 4.64110 -0.80072 4.51666  0.50
H 6.06673 -0.43116 3.03655  0.50
H 6.78138 -0.30402 -1.18337  0.53
H 4.38023 -0.83166 -1.52794  0.63
C -4.52486 -2.37783 -3.94416  -0.98
C -3.95945 -0.98243 -3.73606  -0.96
N -2.99162 -0.93804 -2.61882  0.19
C -1.69668 -0.94789 -2.89602  -0.37
C -0.68578 -0.94672 -1.95112  -0.29
C 0.67197 -0.90157 -2.52047  -0.11
O 0.95728 -1.16514 -3.63898  -0.53
O 1.68904 -0.39748 -1.67039  0.15
C -1.01796 -0.99489 -0.57019  1.97
O -0.19972 -1.11116 0.38775  -0.73
C -2.44242 -0.93342 -0.27512  0.71
C -2.86332 -0.90902 1.05917  -0.47
C -4.19421 -0.86818 1.35767  0.53
F -4.56335 -0.89383 2.64678  -0.32
C -5.18841 -0.82414 0.36207  -1.67
C -4.76880 -0.85346 -0.95643  -0.92
C -3.41121 -0.91744 -1.29246  0.13
N -6.56536 -0.75055 0.65055  0.28
C -7.38471 -1.91086 0.32553  -0.44
C -8.82992 -1.48970 0.11535  -0.74
N -9.32303 -0.76160 1.33363  -0.13
C -8.43289 0.39511 1.69350  -1.01
C -7.01099 -0.10655 1.87882  -0.62
H -5.23427 -2.36165 -4.77021  0.40
H -5.03864 -2.74845 -3.05750  0.28
H -3.73218 -3.08170 -4.19598  0.34
H -4.73177 -0.23860 -3.54695  0.44
H -3.42749 -0.65320 -4.62580  0.46
H -1.42565 -0.95640 -3.94419  0.60
H -2.13490 -0.93864 1.85579  0.52
H -5.52406 -0.79684 -1.72647  0.66
H -7.33329 -2.67113 1.12070  0.23
H -7.02772 -2.38018 -0.58934  0.36
H -9.47578 -2.34984 -0.05031  0.41
H -8.92032 -0.79667 -0.71941  0.36
H -9.37312 -1.41083 2.12405  0.40
H -10.27645 -0.42806 1.17449  0.35
H -8.81614 0.84474 2.60747  0.46
H -8.49899 1.11157 0.87649  0.36
H -6.97045 -0.77997 2.74529  0.45
H -6.37978 0.75117 2.10385  0.49
C 5.36031 5.96659 0.48183  -1.57
C 4.26223 6.32478 -0.53173  2.11
C 4.89137 6.56830 -1.91115  -1.55
C 3.58968 7.61850 -0.07023  -2.14
C 3.27909 5.16111 -0.63242  0.25
C 1.92295 5.29505 -0.33294  -0.30
C 1.01244 4.24364 -0.43657  -1.87
C 1.51975 3.03924 -0.84798  1.04
O 0.86576 1.81099 -1.03855  -0.44
B 1.86882 0.98940 -1.46773  0.93
O 3.09645 1.56420 -1.54219  -0.47
C 2.86416 2.88588 -1.14656  0.33
C 3.76358 3.91369 -1.05010  -1.12
H 6.06755 6.79207 0.56591  0.46
H 5.92135 5.08099 0.17849  0.32
H 4.93322 5.78387 1.46953  0.36
H 5.59525 7.39915 -1.85607  0.45
H 4.12698 6.81846 -2.64808  0.38
H 5.43936 5.69657 -2.27120  0.31
H 4.33944 8.40675 -0.00874  0.43
H 3.14063 7.51474 0.91895  0.45
H 2.82337 7.95106 -0.77269  0.45
H 1.54468 6.25605 -0.01880  0.53
H -0.03593 4.37839 -0.21095  0.49
H 4.80169 3.76370 -1.31204  0.53
C 2.16944 -3.02814 -0.00374  0.68
C 2.41899 -4.42088 -0.20476  0.65
C 2.36745 -5.29577 0.88819  -0.48
C 2.63608 -6.63795 0.69880  -0.71
C 2.95372 -7.11328 -0.56783  -0.39
C 3.00432 -6.24688 -1.65284  -0.73
C 2.74066 -4.90069 -1.48030  -0.45
H 2.12037 -4.91706 1.87159  0.45
H 2.60123 -7.31942 1.53771  0.42
H 3.16534 -8.16436 -0.70922  0.42
H 3.25459 -6.62560 -2.63424  0.43
H 2.78362 -4.21895 -2.31991  0.46

Results
2S+1: 1
DFT total energy, hartree: -7666.0616
Energy relative to the best compared isomer or geometry (same formula, charge and spin), kcal per mole: 0.0
Charge: +3
HOMO-LUMO gap, eV: 6.88
LUMO, eV: -7.50